Entry 1:
Formula: C3HNiO2
Source: OMol25
Level of theory: wB97M-V/def2-TZVPD

Results
ΔE to the lowest compared entry with this formula, charge and spin = 1.110 eV
LUMO level (spin up / spin down) = -6.8 / -9.1 eV
Total charge = +1
HOMO level (spin up / spin down) = -14.0 / -13.9 eV
2S+1 = 3
DFT total energy = -1773.17702 a.u.

```
7
C3HNiO2 (wB97M-V/def2-TZVPD)
C -1.140 -0.369 0.344
O -0.842 0.653 0.912
O -0.149 -0.891 -0.541
C 0.992 -0.234 -0.657
C 1.647 0.763 -0.382
H 2.091 1.741 -0.351
Ni -2.600 -1.664 0.676
```

Entry 2:
Formula: C3H7N3O2
Source: OMol25
Level of theory: wB97M-V/def2-TZVPD

Results
ΔE to the lowest compared entry with this formula, charge and spin = 3.501 eV
LUMO level = 0.3 eV
Total charge = 0
SMILES string = CC(=O)ON.N#CN
HOMO level = -9.3 eV
DFT total energy = -433.19409 a.u.

```
15
C3H7N3O2 (wB97M-V/def2-TZVPD)
C -0.713 -2.250 -1.143
C -0.787 -0.760 -1.343
N 2.508 1.052 2.069
O -0.953 -0.224 -2.409
H 3.158 1.716 2.467
H 2.324 0.310 2.729
H -1.579 -2.737 -1.588
H 0.144 -2.631 -1.695
H -0.680 -2.490 -0.086
N -1.740 1.133 -0.226
O -1.093 -0.134 -0.148
C 1.452 1.586 1.458
N 0.749 2.224 0.807
H -1.661 1.445 -1.199
H -1.129 1.760 0.308
```

Entry 3:
Formula: C3H4FNS
Source: OMol25
Level of theory: wB97M-V/def2-TZVPD

Results
ΔE to the lowest compared entry with this formula, charge and spin = 2.952 eV
LUMO level = -0.8 eV
Total charge = 0
HOMO level = -8.2 eV
DFT total energy = -669.39063 a.u.

```
10
C3H4FNS (wB97M-V/def2-TZVPD)
C -0.811 0.401 -0.108
C -0.259 -0.895 -0.102
C 1.129 -1.277 -0.196
H 0.795 1.658 0.051
H -1.017 2.477 0.708
H -1.863 0.560 -0.100
H 1.140 -2.450 -0.193
N -0.245 1.620 -0.170
F -1.180 -1.818 0.081
S 2.311 -0.276 0.028
```

Entry 4:
Formula: C4H28NO10
Source: OMol25
Level of theory: wB97M-V/def2-TZVPD

Results
ΔE to the lowest compared entry with this formula, charge and spin = 1.407 eV
LUMO level = -2.9 eV
Total charge = +1
HOMO level = -13.3 eV
DFT total energy = -976.07684 a.u.

```
43
C4H28NO10 (wB97M-V/def2-TZVPD)
C 2.894 0.170 1.440
O 2.715 -0.178 2.837
C 1.806 -0.668 0.783
C 2.334 -1.118 -0.609
C 3.233 -0.017 -1.258
O 1.281 -1.446 -1.468
N 0.503 0.171 0.511
H 2.897 1.276 1.374
H 3.934 -0.033 1.200
H 3.500 -0.618 3.177
H 1.467 -1.390 1.542
H 3.029 -1.969 -0.506
H 3.024 0.238 -2.304
H 4.296 -0.166 -1.194
H 3.079 1.002 -0.909
H 1.390 -2.197 -2.056
H -0.261 -0.191 1.105
H 0.223 0.096 -0.497
H 0.660 1.153 0.746
H -3.987 -1.682 1.055
H -4.214 -0.826 -0.265
O -4.063 -1.710 0.095
H -0.851 3.585 -2.298
H -1.846 3.883 -1.265
O -1.225 3.175 -1.504
H -1.325 -3.610 1.410
H -1.959 -2.543 0.679
O -1.038 -2.766 1.030
H -1.272 1.287 -2.441
H 0.253 1.096 -2.164
O -0.619 0.715 -2.026
H -2.971 -2.314 -2.649
H -2.104 -1.008 -2.862
O -2.808 -1.553 -3.210
H 1.910 3.279 1.956
H 0.532 2.961 2.756
O 1.253 2.623 2.225
H -3.380 2.243 -0.854
H -2.541 1.100 -0.914
O -3.441 1.308 -0.598
H -2.318 -0.816 3.364
H -1.594 -1.511 2.138
O -2.396 -1.030 2.427
```

What F_max values result from the calculations? In sequence: 4.40; 2.78; 5.60; 2.73 eV/A.